94
Properties=species:S:1:pos:R:3 method="wB97M-V/def2-TZVPD" orbital_gap_ev=8.60 homo_ev=-8.1 de_lowest_kj_mol=0.00
Cd 5.7383 -5.5626 19.1913
C 7.3696 -2.5232 23.1780
C 8.0431 -2.8465 21.8894
N 9.2018 -2.4780 21.4700
N 9.3745 -3.0215 20.1860
C 8.3005 -3.7275 19.8549
S 7.9082 -4.4781 18.3692
N 7.5135 -3.7026 20.9528
N 6.2504 -4.3739 20.9837
H 7.2770 -3.3908 23.8557
H 6.3050 -2.3277 22.9698
H 7.8789 -1.7131 23.6909
H 10.0538 -2.6500 19.5524
H 6.1642 -4.8268 21.9058
H 3.0739 -6.3827 18.6178
Cl -1.2106 -7.0860 21.0467
C -1.1992 -6.9570 22.7733
Cl 0.1147 -7.8444 23.5623
H -2.1313 -7.3460 23.0898
H -1.0538 -5.9129 22.9522
C 2.8171 -6.5054 16.0964
C 4.1961 -6.1391 16.6541
C 5.2867 -6.8335 15.8187
C 4.1580 -6.5318 18.1354
C 4.2604 -4.6449 16.4501
C 4.9447 -4.0856 15.3576
C 4.8625 -2.7264 15.0998
C 4.1839 -1.8974 15.9684
C 3.4850 -2.4700 17.0456
C 3.5019 -3.8268 17.2797
H 2.5601 -7.5248 16.4116
H 2.7410 -6.6097 14.9950
H 2.0221 -5.8638 16.3547
H 5.2353 -7.8701 16.0359
H 6.2631 -6.4829 16.2008
H 5.1347 -6.7215 14.7380
H 4.2540 -7.6143 18.0511
H 5.5446 -4.7552 14.6606
H 5.3143 -2.2428 14.2513
H 4.2056 -0.8720 15.8653
H 2.8977 -1.8100 17.5955
H 2.9545 -4.2859 18.0844
C 3.2248 -9.6518 23.2160
C 3.6983 -11.0819 23.3475
As 2.1648 -12.3140 23.6016
C 2.2327 -12.5462 25.5311
C 2.7681 -11.6218 26.4136
C 2.6116 -11.7803 27.7843
C 2.1625 -13.0161 28.3204
C 1.7737 -13.9959 27.3900
C 1.7966 -13.7877 26.0180
C 3.0725 -14.0192 23.1107
C 2.6257 -14.6512 21.8890
C 3.2056 -15.8092 21.4144
C 4.2619 -16.4165 22.1467
C 4.6680 -15.8622 23.3279
C 4.0316 -14.6910 23.7844
P 4.3812 -8.2867 22.6825
C 5.3946 -9.0857 21.3432
C 4.8387 -9.9720 20.4308
C 5.5315 -10.3227 19.2957
C 6.8347 -9.9248 19.0828
C 7.4021 -9.0757 20.0340
C 6.6898 -8.6045 21.0860
C 5.6003 -8.0460 24.0120
C 5.5772 -6.7456 24.5007
C 6.3404 -6.4760 25.6385
C 7.0897 -7.4807 26.1860
C 7.1514 -8.7907 25.6849
C 6.3830 -9.0522 24.5729
H 2.7023 -9.2320 24.0746
H 2.4183 -9.7261 22.4833
H 4.4552 -11.3802 24.0303
H 4.1036 -11.4032 22.3841
H 3.2046 -10.7178 25.9848
H 3.0197 -10.9937 28.4391
H 2.0928 -13.3266 29.3577
H 1.5362 -14.9602 27.7487
H 1.4127 -14.5889 25.3541
H 1.8406 -14.1676 21.2906
H 2.8470 -16.2566 20.5307
H 4.7055 -17.2879 21.7912
H 5.4126 -16.3908 23.9402
H 4.3971 -14.2893 24.7400
H 3.7348 -10.1988 20.5957
H 5.1122 -10.9624 18.5110
H 7.3700 -10.2676 18.1932
H 8.3744 -8.5967 19.8257
H 7.0932 -7.8767 21.7674
H 4.8721 -5.9845 24.1432
H 6.3667 -5.5321 26.1203
H 7.6441 -7.2103 27.1387
H 7.8083 -9.5449 26.0705
H 6.2749 -10.0116 24.1185

***

106
Properties=species:S:1:pos:R:3 method="wB97M-V/def2-TZVPD" orbital_gap_ev=2.71 homo_ev=-0.5 charge=-2 de_lowest_kj_mol=40.14
Ba 0.3815 -0.5800 1.9683
C 3.0394 1.8493 2.6099
C 2.5412 2.6239 1.3355
N 1.5564 1.8323 0.5807
C 0.3977 2.5135 0.0402
C -0.5329 3.1406 1.1346
S -0.8141 2.3811 2.7620
C 0.3996 3.0950 3.9141
C 1.4834 2.2030 4.5199
N 2.0674 1.2486 3.5620
H 3.7650 2.5022 3.1492
H 3.6529 1.0119 2.2062
H 3.4491 2.8848 0.7211
H 2.1299 3.5851 1.6523
H 1.9990 1.1932 -0.1040
H -0.2442 1.8369 -0.5235
H 0.6370 3.3070 -0.6912
H -1.5131 3.0922 0.6666
H -0.3075 4.1752 1.3165
H -0.2217 3.3962 4.7577
H 0.8402 3.9894 3.4339
H 1.0457 1.6298 5.3609
H 2.2667 2.8185 5.0111
H 2.6303 0.5768 4.0868
C -5.2029 0.7776 -3.7074
C -5.6371 0.4776 -2.2684
C -7.0063 0.6235 -1.9551
C -7.4441 0.3881 -0.6549
C -6.5568 -0.1201 0.3050
C -5.2297 -0.3418 -0.0235
C -4.7515 -0.0316 -1.2920
P -2.9795 -0.2693 -1.4330
C -2.4287 1.1064 -2.4564
C -2.8564 2.4042 -2.0736
C -2.1980 3.5163 -2.5494
C -1.2230 3.4501 -3.5549
C -0.8113 2.1931 -3.9519
C -1.3918 1.0121 -3.4312
C -0.9465 -0.2837 -4.0449
C -2.8161 -1.9021 -2.1412
C -3.7076 -2.5333 -3.0035
C -3.5353 -3.8592 -3.3743
C -2.4072 -4.5952 -2.9303
C -1.5008 -4.0304 -2.0930
C -1.6508 -2.6451 -1.6786
C -0.6734 -2.0430 -0.9064
H -6.0407 0.6235 -4.3768
H -4.3691 0.1394 -4.0124
H -4.8644 1.8206 -3.8503
H -7.6779 1.0139 -2.7038
H -8.4661 0.6807 -0.4063
H -6.9319 -0.3938 1.3005
H -4.5786 -0.7975 0.7131
H -3.7075 2.5428 -1.4360
H -2.4718 4.4728 -2.0913
H -0.7663 4.3664 -3.9786
H -0.0097 2.0554 -4.6826
H -0.4266 -0.1290 -5.0025
H -1.8002 -0.9294 -4.2807
H -0.2520 -0.8546 -3.3986
H -4.5525 -1.9505 -3.3848
H -4.3101 -4.3338 -3.9752
H -2.2859 -5.6186 -3.3134
H -0.6158 -4.5506 -1.6972
H -0.6703 -0.9604 -0.7826
H 0.2006 -2.6077 -0.6103
B 2.2996 -2.1972 5.8730
N 2.5845 -2.8339 4.4121
C 3.3707 -3.9251 4.2578
C 3.7517 -4.0276 2.9443
C 3.1009 -2.9436 2.2994
N 2.4404 -2.1949 3.1950
N 0.9301 -1.4275 5.8737
C 0.3529 -0.9936 7.0092
C -0.8963 -0.5037 6.7456
C -1.0392 -0.7087 5.3665
N 0.0988 -1.1776 4.8116
H 2.2026 -3.0768 6.7149
H 3.2000 -1.4655 6.1963
H 3.6025 -4.5288 5.1113
H 4.3349 -4.8168 2.4991
H 3.2278 -2.6250 1.2557
H 0.8524 -1.0094 7.9703
H -1.6209 -0.0522 7.4194
H -1.9459 -0.6132 4.7607
O -3.3602 -3.8755 4.1907
S -2.7886 -3.3783 2.9373
N -1.9306 -2.1661 2.8507
O 2.0605 -1.8765 -2.3668
C 2.6620 -1.1032 -1.5987
O 2.4890 -0.9012 -0.3468
C 3.7410 -0.2990 -2.3117
C 3.5937 -0.2094 -3.7382
C 4.5518 0.4438 -4.4985
C 5.6885 1.0230 -3.9425
C 5.7826 0.9700 -2.5785
C 4.8026 0.3948 -1.7292
N 6.9370 1.5339 -2.0083
O 7.1198 1.3635 -0.7762
O 7.7224 2.1212 -2.7775
N 4.3366 0.5543 -5.8899
O 5.1893 1.1587 -6.6164
O 3.3438 -0.0171 -6.3679
H 2.7142 -0.6605 -4.2184
H 6.4517 1.4759 -4.5480
H 4.9487 0.3787 -0.6630